Entry 1:
# C12H11ClOSi

2 unconnected molecules or ions with the total composition C12H11ClOSi at a distorted geometry (wB97M-V/def2-TZVPD, OMol25).

Geometry as XYZ:
```
26
Properties=species:S:1:pos:R:3:forces:R:3:mulliken_charge:R:1
C -3.603 -2.936 -0.830 0.901 -0.640 0.739 -0.28
C 4.668 1.439 0.841 0.540 -2.925 1.322 -0.43
C -4.207 -1.833 -0.196 0.572 -0.580 -2.250 -0.58
C -2.222 -2.936 -1.161 -0.925 1.226 -0.409 -0.44
C 4.084 2.393 0.133 -2.316 2.366 -1.180 -0.42
C 4.027 0.228 1.133 -1.199 0.301 0.801 -0.41
C -3.440 -0.699 -0.036 -1.248 -0.560 0.651 -0.31
C -1.477 -1.712 -1.039 -1.925 -2.558 1.663 -0.50
C 2.722 2.262 -0.209 -1.550 0.531 0.092 -0.29
C 2.680 0.046 0.802 -0.204 -0.045 0.603 -0.20
C -2.113 -0.671 -0.365 1.824 1.860 -1.246 0.58
C 2.026 1.094 0.164 0.454 0.779 -0.665 0.07
O -1.821 1.853 0.976 1.384 0.492 0.738 -0.52
Si -1.276 1.057 -0.383 0.295 -0.383 1.465 0.45
Cl -1.999 2.219 -1.900 0.074 -0.024 -0.488 -0.27
H -4.143 -3.891 -0.928 0.097 0.643 -0.225 0.31
H 5.559 1.636 1.347 1.662 0.186 0.373 0.38
H -5.280 -1.704 -0.224 -0.160 -0.460 0.796 0.32
H -1.843 -3.842 -1.649 0.220 0.498 0.365 0.33
H 4.525 3.387 0.015 0.086 -0.446 -0.130 0.31
H 4.325 -0.470 1.923 0.805 0.265 -0.624 0.27
H -4.002 0.102 0.390 0.324 0.987 0.171 0.32
H -0.418 -1.760 -1.110 0.749 0.353 -0.717 0.36
H 2.179 3.205 -0.550 0.697 -1.636 0.099 0.26
H 2.209 -0.814 1.321 -0.104 0.599 -0.952 0.33
H -1.162 2.346 1.536 -1.052 -0.830 -0.992 0.34
```
Positions in Å, forces in eV/Å.

The calculation puts the maximum force at 3.6 eV/A. For the LUMO energy (spin up / spin down), the calculation gives -0.8 / -0.6 eV.

Entry 2:
# C7H18S2Si2

A single C7H18S2Si2 molecule at a distorted geometry (wB97M-V/def2-TZVPD, OMol25).

Geometry as XYZ:
```
29
Properties=species:S:1:pos:R:3:forces:R:3:mulliken_charge:R:1
C -5.030 -1.121 -2.317 -1.860 2.947 -0.170 -1.02
C -3.508 -0.998 -2.172 0.505 -0.577 0.323 -0.51
Si -2.806 0.209 -3.508 1.293 -1.732 1.335 0.55
S -1.001 1.285 -3.056 -0.070 0.101 0.251 -0.20
C -0.300 0.625 -1.558 -1.419 -0.066 -0.535 -0.07
C 0.968 0.907 -1.326 -0.012 0.845 0.624 -0.41
C 1.569 0.593 -0.017 -3.437 0.559 2.244 -0.68
S 1.534 2.131 1.138 -0.634 -0.669 -0.591 -0.21
Si 3.007 1.318 2.430 -0.163 -1.900 -0.800 0.47
C 2.824 -0.587 3.106 0.359 1.757 -1.279 -0.62
C 3.951 -0.706 4.190 -1.643 -0.701 -1.866 -1.04
H -5.435 -1.056 -1.287 -0.167 -0.557 -0.612 0.30
H -5.452 -0.089 -2.773 0.725 -2.380 0.751 0.23
H -5.519 -1.945 -2.878 0.811 0.401 0.332 0.28
H -3.085 -2.014 -2.192 0.218 0.357 -0.015 0.38
H -3.361 -0.629 -1.116 0.319 -0.088 -1.209 0.28
H -2.460 -0.321 -4.821 -0.259 -0.410 -0.332 -0.14
H -3.944 0.985 -3.558 -1.474 1.883 -0.499 -0.19
H -1.000 0.120 -0.860 0.837 0.129 -0.510 0.21
H 1.456 1.656 -1.968 0.134 -0.744 0.103 0.29
H 0.951 -0.156 0.602 1.025 0.856 -1.326 0.26
H 2.553 0.332 -0.036 2.779 -0.999 -0.303 0.48
H 4.140 1.424 1.410 0.081 -0.189 1.131 -0.09
H 2.931 2.156 3.616 0.482 0.357 0.315 -0.18
H 1.827 -0.661 3.546 0.041 -0.160 -0.043 0.37
H 2.929 -1.337 2.276 -0.083 0.705 0.775 0.35
H 4.879 -0.412 3.600 -0.574 -1.061 1.629 0.30
H 3.651 0.024 4.923 0.608 0.270 0.560 0.30
H 3.730 -1.736 4.609 1.578 1.066 -0.282 0.31
```
Positions in Å, forces in eV/Å.

The calculation puts the maximum force at 4.1 eV/A. As for the SMILES: CC[SiH2]S/C=C/CS[SiH2]CC. For the LUMO energy, the calculation gives 0.7 eV.

Entry 3:
# C26H22MgN4O6SSe4

A molecular structure, C26H22MgN4O6SSe4 (wB97M-V/def2-TZVPD, OMol25).

Geometry as XYZ:
```
64
Properties=species:S:1:pos:R:3:forces:R:3:mulliken_charge:R:1
Mg 0.036 -2.330 1.059 0.003 -0.718 0.171 1.45
C -0.767 3.631 -2.617 0.001 0.043 0.017 -1.86
C -1.697 2.447 -2.318 0.030 -0.018 0.094 2.31
C -1.242 1.255 -3.160 -0.050 -0.034 -0.055 -1.95
C -3.130 2.812 -2.725 -0.063 -0.072 -0.044 -1.84
C -1.631 2.144 -0.819 -0.001 0.080 -0.018 0.06
C -2.102 3.092 0.113 0.044 -0.032 -0.097 -0.31
C -1.988 2.908 1.476 0.058 -0.091 0.018 -1.23
C -1.388 1.736 1.936 -0.184 0.332 -0.013 1.31
S -1.063 1.202 3.550 0.020 0.138 0.152 -0.52
C -0.336 -0.244 2.921 0.220 -0.497 0.237 0.41
N -0.352 -0.331 1.623 -0.275 0.471 0.073 0.21
C -0.931 0.788 1.033 0.332 -0.487 -0.025 -2.29
C -1.048 0.985 -0.342 -0.090 0.037 -0.086 0.83
C 0.186 -1.332 3.786 -0.260 0.465 -0.523 0.88
C 0.386 -1.085 5.144 0.069 -0.164 0.113 -0.92
C 0.876 -2.105 5.938 -0.001 -0.033 -0.092 -0.65
C 1.162 -3.337 5.352 0.013 0.062 0.147 -0.57
C 0.962 -3.551 3.997 -0.053 0.034 -0.286 -0.43
C 0.455 -2.557 3.143 0.051 0.111 0.382 -0.22
H -0.757 3.829 -3.691 0.010 0.018 -0.013 0.50
H 0.253 3.411 -2.301 0.009 -0.028 0.004 0.31
H -1.090 4.541 -2.105 -0.013 -0.004 0.013 0.36
H -1.385 1.485 -4.218 0.013 0.009 -0.006 0.52
H -1.803 0.346 -2.937 -0.032 0.018 -0.018 0.42
H -0.188 1.016 -3.016 -0.045 0.076 0.021 0.20
H -3.145 3.171 -3.757 0.013 -0.026 -0.014 0.45
H -3.562 3.591 -2.097 0.017 0.047 0.018 0.34
H -3.780 1.935 -2.670 -0.001 0.007 0.032 0.38
H -2.540 4.014 -0.247 -0.021 0.017 0.004 0.40
H -2.338 3.667 2.163 -0.005 -0.001 0.030 0.38
H -0.658 0.236 -1.018 -0.018 0.016 0.052 -0.02
H 0.198 -0.107 5.574 -0.020 0.027 -0.020 0.30
H 1.059 -1.938 6.992 0.004 -0.012 0.017 0.37
H 1.570 -4.134 5.965 0.002 -0.024 -0.010 0.38
H 1.241 -4.516 3.585 -0.010 -0.005 -0.009 0.32
Se 1.482 -5.991 -1.067 0.017 -0.151 -0.016 -0.02
Se 2.190 -8.080 -0.725 -0.096 0.022 -0.095 -0.50
Se 3.503 -6.242 2.013 -0.106 0.135 -0.020 -0.56
Se 2.434 -4.736 0.716 0.104 -0.002 0.125 0.06
O -0.206 -1.882 -2.827 0.007 0.025 -0.157 -0.73
C 0.476 -1.863 -1.812 -0.167 -0.260 0.167 0.60
O 0.263 -2.628 -0.789 0.150 0.346 -0.061 -0.05
C 1.594 -0.841 -1.706 -0.026 -0.215 0.022 0.88
C 2.117 -0.458 -0.483 -0.097 0.233 -0.176 0.13
C 3.003 0.640 -0.397 -0.174 0.008 -0.504 -1.20
C 3.453 1.250 -1.587 0.050 0.040 0.259 -0.63
C 2.940 0.801 -2.776 0.038 -0.032 -0.363 0.11
C 1.993 -0.214 -2.887 0.227 0.100 0.049 -0.98
N 3.386 1.479 -4.019 -0.515 -0.076 0.189 1.06
O 4.220 2.358 -3.940 0.270 0.098 0.008 -0.66
O 2.850 1.154 -5.065 0.098 -0.057 -0.038 -0.66
N 3.343 1.171 0.819 0.328 0.043 0.799 0.85
O 4.174 2.142 0.869 -0.322 -0.238 -0.036 -0.81
O 2.826 0.653 1.872 0.129 0.262 -0.335 -0.74
H 1.812 -0.893 0.455 0.171 -0.022 -0.042 0.71
H 4.150 2.069 -1.538 0.013 -0.003 0.018 0.58
H 1.578 -0.505 -3.838 -0.010 -0.027 0.021 0.42
C -4.205 -0.688 0.463 0.079 -0.133 0.080 -0.61
C -3.179 -1.678 0.780 -0.056 0.254 -0.147 0.48
N -2.310 -2.389 1.002 0.105 -0.110 0.005 -0.60
H -4.979 -1.133 -0.159 0.015 0.001 -0.009 0.36
H -3.726 0.135 -0.069 -0.001 0.005 -0.012 -0.03
H -4.645 -0.307 1.383 -0.001 -0.008 0.004 0.30
```
Positions in Å, forces in eV/Å.

The calculation puts the maximum force at 0.9 eV/A. For the LUMO energy (spin up / spin down), the calculation gives 3.4 / 3.4 eV. Its net charge is -2.

Entry 4:
# C7H2NO4S2

A gas-phase ion, C7H2NO4S2 (charge -1) at a distorted geometry (wB97M-V/def2-TZVPD, OMol25).

Geometry as XYZ:
```
16
Properties=species:S:1:pos:R:3:forces:R:3:mulliken_charge:R:1
C -1.307 1.439 -0.839 0.595 1.059 1.301 -0.88
C -0.029 1.919 -0.858 0.613 0.608 -1.473 -0.15
C -1.698 0.187 -0.298 0.837 -0.861 -0.575 -0.04
C -1.701 -0.987 0.003 -1.027 0.462 -0.253 0.57
C 1.216 1.257 -0.513 0.570 0.339 -0.539 0.14
C 1.629 0.199 0.250 -0.592 0.753 -0.362 0.27
C 1.368 -0.956 1.219 -0.224 2.064 -0.250 0.44
N -2.095 -2.324 0.156 3.405 -1.264 -1.145 0.89
O 2.528 -1.014 1.748 0.097 -2.234 1.400 -0.63
O -1.329 -3.195 -0.285 -0.221 1.194 -0.156 -0.51
O 0.295 -1.463 1.461 0.238 -0.851 0.504 -0.59
O -3.099 -2.614 0.706 -2.740 0.346 1.368 -0.59
S 2.815 1.974 -0.990 -0.884 0.039 0.339 -0.35
S 3.303 0.388 0.495 0.448 0.416 -0.850 -0.03
H -2.047 2.213 -0.917 -0.555 -0.028 -0.490 0.28
H 0.150 2.975 -1.338 -0.561 -2.043 1.180 0.18
```
Positions in Å, forces in eV/Å.

The calculation puts the maximum force at 3.8 eV/A. For the LUMO energy, the calculation gives 2.2 eV. Its net charge is -1.

In order of appearance, ΔE to the lowest compared entry with this formula, charge and spin = 70.1, 13.8, 49.3, 15.0 kcal per mole.